{
  "formula": "C46H126N4O19",
  "method": "ωB97M-V with the def2-TZVPD basis set",
  "orbital_gap_ev": 9.0,
  "e_lumo_ha": 0.01380,
  "homo_energy_ev": -8.65,
  "e_above_lowest_ev": 7.8233,
  "species": ["H", "C", "H", "H", "H", "H", "C", "H", "H", "H", "H", "H", "N", "C", "H", "H", "C", "H", "H", "H", "H", "H", "O", "C", "H", "H", "H", "O", "H", "C", "H", "H", "H", "H", "H", "H", "H", "H", "N", "H", "H", "C", "H", "C", "H", "H", "H", "H", "H", "C", "O", "H", "H", "H", "H", "H", "O", "H", "H", "H", "C", "H", "H", "C", "H", "C", "C", "C", "H", "C", "H", "C", "C", "C", "H", "H", "H", "H", "C", "H", "H", "H", "H", "C", "H", "H", "H", "H", "O", "C", "H", "O", "C", "H", "C", "H", "C", "H", "H", "H", "H", "H", "H", "H", "H", "H", "H", "C", "H", "H", "O", "C", "C", "H", "H", "H", "H", "H", "H", "H", "C", "H", "C", "H", "H", "C", "O", "C", "C", "O", "O", "H", "H", "H", "H", "C", "H", "H", "C", "H", "O", "H", "H", "C", "C", "C", "N", "C", "O", "H", "H", "C", "H", "H", "H", "H", "H", "C", "C", "O", "O", "H", "H", "H", "H", "H", "C", "H", "O", "O", "C", "H", "H", "H", "H", "O", "C", "O", "H", "H", "H", "H", "H", "H", "O", "C", "H", "H", "C", "H", "H", "H", "N", "H", "H"],
  "coordinates": [[-7.87679, 9.36123, 9.53871], [0.03551, 10.89100, 2.76097], [-0.34457, -1.72518, 0.42658], [7.33877, -3.61244, -1.10557], [-1.73107, -14.61592, -2.96403], [-1.71717, 11.61446, 3.14393], [-0.50518, -6.26052, -9.45935], [0.33085, 9.79141, -9.03446], [-6.24848, -4.57456, 2.30839], [-3.09010, 0.71392, -0.57019], [6.37693, -10.14857, 4.81357], [1.52252, 11.53295, -6.78910], [0.87657, 11.79241, -9.21303], [-7.10494, 9.09551, 8.81640], [0.53398, 15.23417, -9.02379], [1.36297, -2.51382, -0.46129], [0.90210, -4.22257, 0.74423], [-6.94891, -10.70284, -6.30524], [-4.27933, 4.83545, 7.84963], [-2.62390, -12.79314, -2.63679], [-4.30059, 11.87728, -1.75940], [6.84338, -1.06668, -0.76681], [-7.12726, 10.13831, 7.87809], [-5.26561, 6.67274, 8.28545], [2.57096, 16.39137, -10.03534], [2.31725, 10.22815, -7.35679], [-5.31642, 9.92980, -2.22350], [-1.17089, 11.48393, 2.36538], [2.19913, 9.48328, -4.86478], [9.99962, -8.50040, 4.33399], [-6.80362, 9.92675, -4.21723], [1.31635, 13.25519, -7.68574], [-10.32071, 8.80792, 2.44653], [0.65174, -4.35099, 1.79728], [-0.72813, 9.28854, 4.18883], [-3.96973, 8.03182, 9.08186], [-5.95438, 6.16549, 8.96102], [-1.66179, -5.08937, -10.40488], [-4.82965, 8.06838, 8.55336], [-8.14731, 11.74554, 6.98739], [-9.81712, 6.80195, 3.87590], [-3.39593, -13.55987, -0.59403], [-6.51856, 11.54008, -3.95088], [11.75026, -8.44537, 2.62356], [1.16913, -6.25258, 9.41787], [0.15172, -5.39815, -9.34576], [-0.10776, 1.42966, 1.54349], [-8.09298, -12.55123, -5.15831], [0.15018, 14.26575, -10.37887], [0.69718, 13.12063, -8.57266], [2.13100, 14.31723, -10.13254], [8.15030, -1.35438, -1.90755], [1.54168, -0.10079, 0.96544], [-5.62851, 10.57650, -5.19027], [7.89530, -8.04651, 4.02751], [8.41273, -10.57982, -2.22556], [-7.15795, -9.86014, -4.50624], [12.05891, -10.72743, 3.08167], [-0.81084, 8.82885, 2.52967], [-7.51387, 8.21411, 8.32243], [-0.69133, -6.62205, -8.05511], [-8.33911, -9.72577, -6.29762], [-0.64615, 10.86528, -8.17280], [-0.57763, -5.77472, -0.20156], [7.00472, -11.51616, 3.68419], [-2.95557, -13.66447, -2.07209], [0.39870, 10.69940, -8.43526], [-7.78415, -10.41867, -5.66514], [7.19763, -12.16489, -1.68378], [12.23146, -9.95510, 2.33212], [2.68252, 0.59818, -4.28671], [-5.80997, 8.70972, 9.51107], [-10.09495, 6.63570, 2.83510], [-3.99835, 5.85558, 8.11133], [0.25548, -6.88426, -7.58301], [-5.41720, -2.67890, 1.67865], [1.65357, -4.97084, 0.49227], [0.67539, 8.90692, 3.26363], [0.72422, -0.51672, 1.55439], [6.57207, -10.09845, 2.97963], [3.13314, 3.16621, -5.72876], [0.70030, 1.82341, -3.56043], [1.17784, -5.72566, 6.85644], [-1.76972, 6.11271, 8.99117], [12.68065, -11.16228, -0.33555], [-6.99367, -3.42264, 4.93431], [8.47424, -3.69754, 1.15369], [3.17249, 2.13540, -3.55931], [-6.00267, -2.53772, 2.42624], [-2.44037, 1.00713, 0.25441], [-2.46389, 2.09675, 0.23794], [1.75754, -3.76309, 7.10746], [2.56282, 15.53279, -10.70682], [-9.52995, 5.89252, 2.27245], [6.94756, -10.45762, 3.93781], [-8.85705, 8.20485, 1.96911], [1.57975, -5.33962, 8.98658], [1.37229, -3.66175, 6.23401], [3.59889, 15.42520, -11.02787], [1.37254, -4.53131, 9.68787], [-1.60073, -5.60425, -0.53666], [-5.25111, -3.47632, 4.72944], [-4.22396, 9.89819, -3.43435], [-10.16895, 8.42515, 0.14223], [0.42029, 11.95105, -10.10002], [-0.31458, 13.25233, -8.18914], [0.59055, 10.14273, -4.31917], [-6.19495, -3.83000, 4.31448], [-7.68312, -3.72319, 2.83645], [1.18883, -0.55968, 2.53947], [0.65107, 9.52201, -6.37624], [6.93872, -11.59248, -2.57452], [1.28807, 10.55012, -7.19796], [5.19913, -10.90963, -3.57981], [-2.97001, 0.73509, 1.16742], [-1.61458, 7.06927, 8.49213], [-1.58365, 5.23973, 8.36557], [-0.03980, -6.24533, -1.02458], [-0.56032, -6.39386, 0.69536], [-6.78543, -8.99269, -4.68049], [-9.90166, 7.89748, 2.01804], [11.82892, -7.88449, 1.69226], [1.26177, -2.78253, 0.59021], [7.21631, -12.25987, -3.39038], [4.83395, -12.24002, -2.47641], [7.83144, -1.51344, -0.87744], [11.59492, -10.37027, 1.18899], [12.13099, -11.49108, 0.54642], [8.05476, -3.03276, -0.52297], [8.30289, -10.06787, 4.08951], [-10.51152, 7.71848, 0.69438], [-8.92839, 11.00452, 8.42541], [2.01961, 15.71252, -11.63457], [-1.43437, -7.36458, -7.76413], [13.29188, -9.83755, 2.10899], [-5.96684, 10.62248, -4.15512], [12.38445, -7.94447, 3.35499], [-1.15102, 6.05210, 9.88651], [0.84948, 14.33051, -9.54527], [-9.02899, 10.22909, 6.84517], [-4.46407, 11.86455, -2.70529], [3.95236, 1.53954, -5.87562], [0.39964, 11.48559, 3.59881], [-0.25930, 9.46605, 3.22095], [5.40064, -11.31569, -2.58854], [-8.38356, 10.81354, 7.50086], [0.25685, -1.87518, 1.22401], [-6.59437, -3.71903, 2.88850], [-0.19473, -4.41652, -0.15353], [-11.14821, 6.42278, 2.65238], [-1.04550, -5.77455, -7.46825], [-8.69210, -11.64074, -5.17051], [2.22648, -2.56231, 1.04730], [-6.35305, -4.80637, 4.77252], [-5.41587, 9.57501, 10.04403], [8.52977, -0.95712, -0.25218], [10.43758, -9.34589, 4.86449], [8.47410, -8.79645, 4.56666], [-5.01078, 10.55462, -3.06271], [-1.86282, -14.54069, -2.01609], [1.20134, 1.83859, -4.37917], [9.03947, -3.35797, -0.85865], [-2.56117, -13.31269, 0.06185], [-1.12783, 0.22639, 2.45391], [-9.38034, -11.75171, -6.00842], [0.67029, 10.90197, 1.87495], [2.55948, 1.68004, -4.33711], [12.69458, -12.15637, 1.20052], [-1.12373, 0.45036, 0.33338], [7.94988, -2.94610, 0.86732], [3.01625, 2.08263, -5.74578], [2.66410, -5.43214, 9.04769], [-3.80229, -14.41841, -0.05937], [-9.31396, -11.36808, -4.31784], [-6.27390, 8.07490, 10.26596], [-1.76267, -5.93042, -9.95315], [-0.44328, 0.39561, 1.62273], [-3.13162, 6.01220, 9.30600], [-5.72580, 6.61218, 7.29921], [5.07840, -10.78670, -1.69165], [0.18060, -4.65437, 7.64066], [-3.71632, -14.26130, -2.57523], [8.17836, -8.74261, 5.61440], [-4.10797, -12.74403, -0.46952], [7.59741, -10.37755, -2.69025], [1.11958, 9.49170, -5.01515], [10.19587, -7.55543, 4.84057], [11.26373, -12.04425, 0.18594], [1.22821, -4.95504, 7.62566], [0.92386, 8.50858, -4.58705], [-3.46608, 6.26144, 7.25105], [2.23678, 1.82007, -6.46103], [10.28821, -8.37016, 2.88903], [0.03357, -7.01936, -10.02682], [9.86850, -9.15651, 2.41405]],
  "forces_ev_per_a": [[0.065, -0.131, 0.777], [-1.231, -0.845, 0.688], [-0.856, 0.095, 0.246], [-0.456, -0.505, 0.671], [1.044, -0.847, -0.041], [-0.068, -0.008, 0.007], [0.732, 0.222, 0.610], [0.577, -0.108, -0.007], [0.059, -0.101, -0.112], [0.816, -0.678, -0.336], [-0.357, -0.387, -0.165], [-1.042, 0.015, 0.964], [0.807, 2.526, -0.511], [-1.959, 0.265, -0.599], [0.642, 0.327, 0.285], [0.096, -0.186, -0.227], [-0.643, 0.312, -0.545], [-0.196, -0.804, -0.276], [0.409, -0.378, 0.532], [-0.729, 0.587, 0.508], [0.038, -0.084, 0.018], [-0.144, -0.644, 0.234], [0.410, 1.668, -1.531], [1.511, 0.229, -0.839], [-0.509, 0.022, 0.183], [0.010, -0.509, -0.889], [-0.668, 0.762, 0.497], [-0.924, 0.844, -0.722], [0.278, 0.916, -0.530], [-2.195, 0.119, 0.131], [0.275, -0.706, 0.830], [0.403, 0.045, -0.327], [-0.679, -0.190, 0.430], [-0.506, -0.345, 0.117], [-0.083, 0.728, 0.134], [0.210, -0.348, -0.022], [0.024, 0.472, 0.631], [-0.350, -0.051, -0.228], [-2.166, 0.061, 1.917], [0.311, -0.153, 0.227], [-0.067, -0.400, -0.153], [0.068, 1.757, 0.181], [-0.047, 0.458, -0.678], [-1.081, -1.767, -0.864], [-0.321, 0.014, -0.623], [0.147, 0.323, -0.822], [0.562, 0.203, 1.663], [-0.202, 0.101, 0.771], [-0.565, -0.338, -0.092], [-0.192, 0.522, -0.545], [0.681, 0.560, 0.824], [-0.117, 0.188, -0.208], [-0.171, -0.072, -0.847], [0.701, 0.569, 0.240], [-0.279, 0.062, -0.295], [0.476, 0.834, -0.149], [-0.543, 0.235, 0.275], [0.113, 0.428, 0.753], [-0.364, 0.638, -0.456], [0.062, -0.529, -0.081], [-0.034, -0.601, 2.837], [-0.424, 0.398, 0.570], [-0.249, 0.047, 0.847], [-1.270, 0.799, -1.620], [-0.338, -0.308, 0.992], [-0.965, -1.662, 2.157], [-0.173, -0.254, 0.101], [0.214, -1.081, 0.967], [0.136, 0.283, 0.440], [0.682, 2.314, 0.339], [0.745, -0.298, 0.409], [-0.557, 0.774, -1.558], [-0.393, 0.916, -1.650], [0.770, 0.686, 0.842], [0.120, -0.270, -0.026], [-0.190, -0.217, 0.021], [0.584, 0.322, -0.088], [0.396, 0.055, 0.317], [0.503, -1.343, 0.649], [-0.459, 0.919, 0.194], [0.295, -0.020, -0.453], [0.514, -0.128, 0.306], [0.928, -0.561, 0.188], [-0.426, -0.506, -0.444], [0.493, -0.193, 0.100], [0.106, 1.212, -0.003], [-0.179, -0.114, 0.883], [-0.454, 0.428, 0.232], [-0.140, 1.235, -0.812], [0.184, 0.154, 1.700], [0.511, 0.296, -0.017], [1.926, 0.567, 0.104], [0.326, -0.419, -0.545], [0.154, -0.385, 0.687], [1.110, -0.379, -1.063], [0.417, -0.529, -0.521], [2.152, 0.382, 1.549], [0.100, 0.138, 0.015], [0.072, -0.372, 0.167], [-0.289, 0.097, -0.050], [-0.322, -1.075, 0.042], [0.089, 0.216, -0.879], [0.854, 0.311, 0.018], [-0.051, 0.021, -0.122], [-0.081, -0.904, -0.237], [-0.556, -0.227, 0.162], [0.178, 0.696, -0.398], [-1.403, -1.098, 2.874], [-0.068, 0.339, -0.297], [-0.173, 0.057, 0.367], [0.933, 1.478, 1.014], [-2.426, -1.078, -0.059], [-0.305, -1.370, 0.124], [-0.503, 0.546, 0.449], [-0.275, -0.111, 0.120], [0.503, -0.062, -0.317], [0.891, 0.240, -0.337], [0.194, -0.422, 0.136], [0.239, 0.457, 0.307], [-0.025, 0.008, -0.233], [-0.089, 1.109, -0.582], [0.679, -0.277, -0.209], [1.007, 1.405, 0.653], [-0.169, -0.050, -0.392], [0.173, -0.365, -0.399], [1.316, -0.708, -1.043], [-1.214, 0.231, -0.929], [-0.837, -0.138, -0.455], [-0.753, 3.439, -1.280], [-0.573, -1.373, -0.592], [0.813, -0.139, 1.176], [-0.203, 0.257, 0.024], [-0.391, 0.447, 0.041], [0.097, -0.519, -0.723], [0.491, -0.295, 0.320], [-2.822, 1.155, -1.173], [-0.337, -0.168, 0.299], [-0.269, 0.032, 0.090], [0.095, -1.436, -0.159], [0.178, -0.389, -0.058], [-0.827, -1.176, -0.385], [0.110, 0.391, -0.695], [0.840, -0.123, -0.136], [1.190, -1.340, -0.155], [1.162, -1.280, 0.058], [1.201, -1.242, 1.249], [0.358, -0.262, -1.152], [1.047, -0.698, -0.105], [0.840, -0.273, 1.758], [-0.102, -0.400, 0.737], [0.070, 0.451, -0.242], [0.857, 1.744, -2.283], [0.189, -0.223, 0.141], [0.516, -0.883, -0.690], [0.445, -0.019, -0.281], [-0.091, 0.077, 0.013], [0.823, -0.008, -0.134], [1.601, 1.398, -0.378], [2.511, -1.290, 0.636], [1.191, -0.443, -0.961], [-2.609, 1.410, 0.314], [0.220, 0.152, 0.123], [0.391, 0.320, -0.346], [-0.059, -0.190, -0.078], [-0.249, -0.357, -0.017], [0.229, 0.047, 0.324], [0.829, -1.801, -1.472], [0.253, 0.155, 0.049], [-0.896, -1.347, -1.244], [0.199, -1.900, 0.611], [0.268, 0.206, 1.370], [0.270, -0.278, 0.105], [-0.215, -0.497, -1.027], [0.574, -0.245, 0.225], [0.755, -0.756, 0.348], [-0.536, 0.589, -1.117], [-0.909, 2.427, -1.753], [-2.049, -0.471, -0.459], [-0.320, 0.202, -0.080], [0.220, 0.832, -0.489], [-0.841, -0.670, 0.479], [-0.610, 0.769, -0.501], [0.214, 0.138, 0.371], [-0.179, 0.019, 0.029], [0.935, 0.286, 0.553], [-0.358, -1.299, -0.018], [0.443, -0.045, -0.007], [0.081, -0.280, -0.120], [-3.930, 0.315, -1.776], [-0.587, -0.364, -0.449], [0.205, 0.096, -0.041], [0.294, -0.200, 0.006], [0.825, -0.005, 1.781], [-0.248, -0.144, -0.286], [-0.146, -0.135, -0.136]]
}